No. 1
{
  "formula": "C48H33AuCl4N4O",
  "method": "wB97M-V/def2-TZVPD",
  "spin_multiplicity": 1,
  "species": ["Au", "Cl", "Cl", "Cl", "Cl", "O", "N", "N", "N", "N", "C", "C", "C", "C", "C", "C", "C", "C", "C", "C", "C", "C", "C", "C", "C", "C", "C", "C", "C", "C", "C", "C", "C", "C", "C", "C", "C", "C", "C", "C", "C", "C", "C", "C", "C", "C", "C", "C", "C", "C", "C", "C", "C", "C", "C", "C", "C", "C", "H", "H", "H", "H", "H", "H", "H", "H", "H", "H", "H", "H", "H", "H", "H", "H", "H", "H", "H", "H", "H", "H", "H", "H", "H", "H", "H", "H", "H", "H", "H", "H", "H"],
  "coordinates": [[0.71012, -0.75879, -0.09882], [-5.21933, -6.40315, -4.77959], [-3.89204, -1.81383, 7.70377], [5.59883, 5.41005, 4.83873], [1.08771, 4.91476, -7.45439], [-0.86069, 0.69989, 0.99281], [0.20221, -1.00835, -2.02796], [-0.52646, -2.25329, 0.37921], [1.41453, -0.72955, 1.78415], [2.03373, 0.65038, -0.61852], [1.19213, 3.77271, -6.15476], [1.34448, 0.95305, -2.96109], [0.73201, -1.22345, 2.85915], [-1.25617, -2.97908, -1.85394], [-0.55572, -2.01652, -2.56153], [-3.00033, -0.89896, 5.32232], [-2.20962, -3.85748, -2.58960], [-4.06721, -5.42901, -3.92886], [-0.44404, -1.94626, 2.81220], [2.43267, -0.03669, 3.70846], [-2.89676, -1.89089, 6.28644], [2.17982, 2.80254, -6.17567], [1.39410, -0.82035, 4.06843], [-0.62752, -1.84650, -3.98386], [-2.29437, 1.36079, -0.83741], [2.92605, 1.28427, 0.19742], [0.36143, 2.91259, -4.08507], [-3.47362, -3.35616, -2.89633], [-1.19988, -2.99288, 5.00841], [5.72642, 3.16344, 3.34541], [0.55931, -0.18508, -3.05916], [-0.96614, -2.50297, 1.64394], [-2.14983, -3.85169, 0.30896], [2.09007, 1.28439, -1.83180], [3.59724, 2.30567, -0.53088], [0.03091, -0.70420, -4.28585], [-1.26604, -3.04025, -0.45952], [3.09309, 1.05184, 1.56522], [-1.55939, 1.75990, 0.45739], [-2.00749, -2.94183, 6.13625], [-4.40460, -4.13519, -3.56169], [4.90761, 4.13981, 3.88424], [3.80331, 2.10110, 2.35992], [-2.19063, -0.95611, 4.20098], [-2.63324, 2.20828, 1.48553], [-1.28145, -2.00136, 4.04090], [5.17170, 2.14632, 2.57950], [-1.89544, -5.15968, -2.95646], [-2.81877, -5.94726, -3.62822], [3.53611, 4.11490, 3.67407], [2.25054, 1.87739, -5.14429], [2.99276, 3.09455, 2.91506], [2.38778, 0.09401, 2.27521], [-1.98596, -3.49424, 1.61309], [0.28416, 3.84125, -5.10943], [3.07140, 2.31414, -1.78625], [-0.66189, 2.97912, 0.17249], [1.33801, 1.91787, -4.09804], [-1.23149, 3.79586, -0.28285], [-3.16975, 3.10050, 1.14398], [-1.94782, -3.71363, 6.89126], [2.90409, 4.88261, 4.09871], [-5.38637, -3.74475, -3.79222], [-1.12768, -2.52974, -4.65030], [-2.49144, -3.88367, 2.48115], [0.18847, -0.25743, -5.25380], [-0.34034, 2.95936, -3.26095], [1.92334, 3.04944, 2.74439], [-2.97422, 2.15068, -1.17199], [-0.21994, 3.34188, 1.10318], [-0.49959, -3.81043, 4.88396], [-2.57648, -6.96065, -3.91781], [3.16609, 0.43468, 4.34115], [4.37905, 2.93382, -0.13736], [3.33847, 2.95538, -2.60968], [-2.86740, 0.44851, -0.65642], [-3.72449, -2.34366, -2.60387], [-2.13633, 2.42639, 2.43234], [-3.34824, 1.39518, 1.62753], [5.81320, 1.38127, 2.15964], [3.02408, 1.11909, -5.15330], [-0.91959, -5.56490, -2.71882], [1.10557, -1.12756, 5.06016], [-2.82775, -4.57912, -0.10510], [-3.70851, -0.09106, 5.44703], [2.89014, 2.77455, -6.99068], [-0.47261, 4.61341, -5.09313], [6.79248, 3.20143, 3.52364], [0.15082, 2.70094, -0.50155], [-2.24026, -0.18857, 3.43402], [-1.57115, 1.15626, -1.63301]],
  "mulliken_charge": [2.25, -0.21, -0.22, -0.21, -0.21, -0.39, -0.61, -0.60, -0.46, -0.58, 0.39, 1.53, 0.43, 1.34, 0.38, -0.85, -0.76, 0.39, 1.23, -1.30, 0.34, -0.88, -0.87, -1.34, -1.59, 0.23, 0.13, 0.23, 0.22, -0.85, -0.05, 0.49, -1.24, 0.25, -1.24, -1.30, 0.15, 1.24, 1.67, -0.86, -0.94, 0.34, -0.83, 0.02, -2.00, -1.13, 0.05, 0.08, -0.89, -0.97, 0.22, 0.21, 0.20, -1.15, -0.97, -1.16, -1.29, -0.99, 0.44, 0.43, 0.44, 0.43, 0.42, 0.55, 0.57, 0.58, 0.47, 0.54, 0.52, 0.19, 0.49, 0.42, 0.59, 0.54, 0.55, 0.29, 0.56, 0.37, 0.36, 0.48, 0.50, 0.49, 0.58, 0.50, 0.46, 0.43, 0.44, 0.43, 0.16, 0.57, 0.14]
}

***

No. 2
{
  "formula": "C48H33N11O2PPbS2Se",
  "method": "wB97M-V/def2-TZVPD",
  "relative_energy_kcal_mol": 0.0,
  "spin_multiplicity": 1,
  "charge": -1,
  "species": ["Pb", "Se", "S", "S", "P", "O", "O", "N", "N", "N", "N", "N", "N", "N", "N", "N", "N", "N", "C", "C", "C", "C", "C", "C", "C", "C", "C", "C", "C", "C", "C", "C", "C", "C", "C", "C", "C", "C", "C", "C", "C", "C", "C", "C", "C", "C", "C", "C", "C", "C", "C", "C", "C", "C", "C", "C", "C", "C", "C", "C", "C", "C", "C", "C", "C", "C", "H", "H", "H", "H", "H", "H", "H", "H", "H", "H", "H", "H", "H", "H", "H", "H", "H", "H", "H", "H", "H", "H", "H", "H", "H", "H", "H", "H", "H", "H", "H", "H", "H"],
  "coordinates": [[-0.04079, -0.05015, 0.27244], [8.00037, -2.83506, -1.82060], [3.24351, 1.05335, 1.35097], [1.33116, -0.87492, 2.60076], [-0.45020, 3.53814, -0.60899], [-6.41065, -0.41195, -5.22989], [-7.02602, 0.62992, -3.48418], [-2.55870, 0.79965, -0.76451], [-2.19020, -0.36677, 2.77842], [-1.39806, 0.49248, 2.38700], [6.36218, -0.99482, 1.40155], [1.99944, -2.15577, -0.50262], [3.63585, -3.63630, 3.54379], [-6.18296, 0.05508, -4.13439], [7.13838, -1.38375, -2.36557], [-0.88185, -0.76884, -2.31820], [2.55926, 0.07295, -2.02955], [6.56997, -3.57677, -1.08404], [-2.34473, 5.54965, -0.29556], [-2.88234, 6.82955, -0.36182], [-1.74592, -1.75185, -4.77560], [-2.33468, -1.51196, 1.94895], [-3.05299, 0.26183, -1.90025], [1.72576, -3.23894, 0.21600], [-2.09571, 3.19002, 4.87387], [3.56114, -0.77696, -1.76318], [-3.58076, -3.55447, 1.67174], [-2.62137, -1.01606, -3.95807], [-1.04607, 4.05782, 4.58502], [-0.29696, 6.34487, -1.24826], [3.98484, -1.37494, 2.33782], [5.13450, 0.66807, -2.86660], [2.83205, 1.20018, -2.66404], [5.30397, -1.15136, 1.84347], [-0.23012, 2.51240, 2.93229], [4.23815, -2.96504, -0.75527], [-2.84854, -3.81519, 0.51991], [-2.21951, 1.99150, 4.19200], [-0.58619, 3.09416, -2.39917], [-3.96089, -0.77562, -4.35787], [-4.69755, 1.72113, -0.28144], [-1.86657, -2.92334, 0.09818], [3.24357, -2.00732, -0.99041], [2.95131, -0.44172, 2.11837], [-4.81994, -0.09459, -3.58115], [-1.56757, -1.75305, 0.79389], [-1.29459, 1.66121, 3.20213], [-1.04637, 5.28562, -0.73698], [3.92268, -4.09891, -0.00948], [5.90767, -1.51646, -1.96037], [2.65031, -4.24137, 0.48238], [-4.40070, 0.45686, -2.30484], [5.59062, -2.73459, -1.24756], [-0.47324, -1.98265, -4.34788], [-5.22366, 1.19386, -1.42761], [3.76464, -2.62147, 3.00127], [1.36360, 3.79550, -0.46701], [4.10898, 1.55674, -3.08899], [-2.14652, -0.52497, -2.73183], [-0.10837, 3.70874, 3.62319], [-3.31780, -2.40074, 2.38813], [-0.08935, -1.48083, -3.09429], [-2.12105, 7.87325, -0.86747], [4.86739, -0.52573, -2.20261], [-3.34793, 1.51902, 0.00180], [-0.82798, 7.62766, -1.31262], [-0.23229, 8.43785, -1.71614], [0.23272, -2.54082, -4.94786], [-3.89338, 7.01190, -0.01737], [-3.03723, -4.72274, -0.04528], [-1.31101, -3.16083, -0.80933], [-0.21839, 2.07331, -2.54362], [-0.02561, 3.79073, -3.02593], [-2.82354, 3.45446, 5.63203], [-2.10356, -2.12917, -5.72786], [1.98831, 1.86326, -2.84257], [2.37487, -5.08885, 1.09422], [4.28110, 2.50082, -3.59076], [0.72601, -3.29647, 0.62884], [-2.93550, 4.73411, 0.11095], [-2.88847, 1.96498, 0.87731], [0.71500, 6.17504, -1.59943], [-0.95337, 4.99817, 5.11637], [-1.63938, 3.11872, -2.69048], [0.72894, 4.36418, 3.41535], [-2.53013, 8.87585, -0.91088], [-4.34257, -4.24814, 2.00594], [-3.02591, 1.30308, 4.40504], [-6.25953, 1.35007, -1.66165], [6.14774, 0.86665, -3.19515], [1.84302, 2.82781, -0.28166], [-5.31766, 2.29694, 0.39371], [0.90030, -1.66033, -2.70070], [-4.30639, -1.15209, -5.31005], [4.70367, -4.82113, 0.19104], [1.55982, 4.42861, 0.40074], [-3.85742, -2.16730, 3.30029], [0.52313, 2.20704, 2.20962], [1.80468, 4.25400, -1.35642]],
  "mulliken_charge": [1.46, 0.17, -0.38, -0.47, 1.20, -0.67, -0.65, 1.03, -0.82, 1.52, -0.67, 0.35, -0.76, 1.07, -0.94, 0.91, 0.42, -0.92, -0.46, -0.57, -0.89, -0.74, -0.72, -0.29, -0.58, -0.40, -0.74, 1.64, -0.49, -0.42, 0.40, -0.87, -0.19, -0.16, 0.36, 0.42, -0.79, -0.45, -1.05, -0.35, -1.43, -0.39, -0.22, 0.95, -0.82, 0.56, -0.56, 0.20, -0.64, 1.23, -1.03, 1.28, 0.77, -1.20, -0.53, -0.04, -1.18, -0.99, -0.99, -0.95, -0.14, -0.41, -0.46, 0.62, -0.44, -0.66, 0.39, 0.50, 0.40, 0.41, 0.47, -0.15, 0.62, 0.37, 0.43, 0.15, 0.43, 0.45, 0.13, 0.24, 0.34, 0.27, 0.39, 0.41, 0.45, 0.36, 0.37, 0.44, 0.58, 0.51, -0.20, 0.56, -0.08, 0.59, 0.47, 0.48, 0.44, 0.24, 0.48]
}

***

Number 1: LUMO energy -1.74 eV, Kohn-Sham gap 5.018 eV. Number 2: LUMO energy 0.33 eV, Kohn-Sham gap 4.373 eV.